This record from the Open Molecules 2025 dataset describes 8 unconnected molecules or ions with the total composition C51H96BN4O21PS2Si. The level of theory is wB97M-V/def2-TZVPD.

Computed properties:
frontier orbital gap: 8.5 eV
energy: -5251.73706 a.u.
net charge: 0

Structure (XYZ):
```
177
Properties=species:S:1:pos:R:3:forces:R:3:lowdin_charge:R:1
C -1.793 -0.698 0.736 -1.46 0.09 0.55 -0.002
B -1.054 0.296 -0.299 0.23 1.02 1.11 -0.372
O -0.826 1.656 0.184 0.65 -2.52 -0.63 0.053
C -0.645 -0.131 -1.879 -0.96 3.22 1.95 -0.351
C -1.764 0.769 -2.606 -1.38 -0.08 0.36 -0.114
C -2.238 0.461 -4.081 -1.83 -0.02 -0.41 -0.182
C -3.374 -0.719 -4.079 -0.34 1.04 -0.55 -0.162
C -4.886 -0.109 -4.172 0.72 0.17 -0.35 -0.191
N -5.591 -0.110 -2.836 -0.62 -2.55 -0.88 0.000
C -6.143 -1.449 -2.627 -0.18 -1.82 2.33 -0.458
N -5.735 -2.277 -1.667 -0.42 2.35 -2.12 0.092
N -7.246 -1.902 -3.505 1.28 0.70 -0.30 0.042
O -1.106 -1.479 -1.900 1.72 -1.80 -1.72 -0.326
S -0.588 -2.584 -3.003 -0.11 1.48 -3.47 1.056
O -0.247 -1.930 -4.353 -0.82 -1.20 3.85 -0.434
O 0.911 -3.157 -2.513 -1.02 1.55 1.30 -0.358
C 1.690 -2.386 -1.555 2.63 -2.22 -1.71 -0.430
C 3.022 -3.359 -1.554 3.87 -3.21 -0.57 -0.100
C 4.029 -3.498 -0.397 0.68 -1.40 -2.00 -0.048
C 5.270 -4.431 -0.415 -1.67 -0.23 -2.91 -0.054
C 5.591 -5.324 -1.639 -3.47 2.58 0.41 -0.067
C 4.577 -5.261 -2.806 -0.20 1.87 2.76 -0.058
C 3.344 -4.322 -2.762 1.87 -0.16 1.81 -0.014
N 1.058 -2.538 -0.268 0.06 0.53 1.87 0.080
C 1.467 -1.947 0.948 0.87 2.17 3.80 -0.371
C 1.738 -2.945 2.213 -0.18 0.17 0.20 0.003
O 1.607 -0.730 1.284 -0.53 -3.62 -2.84 -0.017
C 0.326 -3.789 0.015 -5.06 -1.87 0.30 -0.332
C 0.866 -5.285 0.001 0.52 0.27 0.00 0.004
O -0.913 -3.667 0.260 4.96 -0.03 -0.79 0.069
C 2.012 -0.935 -2.174 0.40 0.90 0.55 -0.596
S 3.521 -0.348 -1.158 -0.11 0.39 0.52 0.823
P 2.818 -1.198 -3.870 4.46 -2.82 -1.28 0.789
O 4.354 -1.510 -3.803 -3.35 1.23 0.26 -0.513
C 0.910 0.232 -2.018 0.49 0.06 1.16 -0.259
Si 1.269 1.850 -3.072 0.45 1.48 -0.41 0.570
C 0.718 1.751 -4.893 -0.72 -0.87 -1.20 -0.206
C 0.555 3.436 -2.192 0.49 0.66 -0.21 -0.170
C 3.146 2.291 -3.221 1.09 -0.23 0.16 -0.209
H -1.118 -1.238 1.477 -0.77 0.68 -1.08 0.068
H -2.490 -0.032 1.382 1.19 -0.97 -0.87 0.085
H -2.495 -1.470 0.254 1.33 1.01 0.61 0.080
H -0.557 1.599 1.131 -0.81 0.05 -0.68 0.083
H -2.737 0.491 -2.015 1.59 0.42 -0.68 0.124
H -1.702 1.899 -2.365 0.61 -1.89 -0.55 0.121
H -2.819 1.394 -4.451 1.12 -1.33 0.58 0.113
H -1.490 0.221 -4.885 -0.44 0.28 1.34 0.072
H -3.205 -1.348 -5.015 -0.20 0.55 1.42 0.108
H -3.360 -1.343 -3.123 0.20 0.62 -1.43 0.094
H -5.441 -0.742 -4.939 0.31 0.92 1.33 0.111
H -4.911 0.970 -4.539 0.32 -1.43 0.31 0.109
H -4.960 0.174 -2.076 -0.34 -0.60 -0.43 0.097
H -6.290 -3.143 -1.754 0.21 0.64 0.10 0.026
H -8.082 -2.178 -2.971 0.87 0.24 -0.17 0.074
H -6.856 -2.717 -4.027 -0.85 0.93 0.66 0.020
H 3.921 -2.867 0.541 0.09 -0.84 -1.43 0.080
H 5.999 -4.468 0.474 -1.50 0.24 -1.48 0.094
H 6.534 -5.981 -1.649 -1.79 1.16 -0.08 0.091
H 4.765 -5.910 -3.731 -0.48 1.19 1.53 0.090
H 2.693 -4.359 -3.711 1.04 0.21 1.89 0.095
H 2.300 -3.889 1.912 -1.09 1.05 0.36 0.068
H 0.741 -3.161 2.760 1.53 0.07 -1.12 0.108
H 2.393 -2.419 3.006 -1.07 -0.47 -1.64 0.100
H 0.271 -5.918 0.745 0.64 1.28 -0.98 0.102
H 0.671 -5.750 -1.035 0.55 0.94 1.47 0.111
H 1.960 -5.352 0.304 -1.44 -0.02 -0.81 0.049
H 4.457 0.252 -1.963 -0.93 -0.79 -0.27 -0.086
H 2.293 -2.381 -4.531 -0.43 1.25 0.66 0.030
H 2.690 -0.161 -4.829 -0.88 0.03 0.76 0.022
H 1.209 0.676 -0.978 -0.62 -0.87 -1.64 0.080
H 1.495 2.191 -5.618 -1.22 -0.56 1.30 0.038
H -0.310 2.231 -5.111 1.68 -0.61 0.37 0.054
H 0.595 0.634 -5.158 0.12 1.62 0.27 0.020
H 1.213 4.332 -2.526 -0.93 -1.47 0.38 0.048
H 0.679 3.376 -1.060 -0.66 0.07 -1.55 0.018
H -0.500 3.695 -2.541 1.29 -0.40 0.89 0.042
H 3.239 3.338 -3.675 -0.28 -1.46 0.42 0.044
H 3.687 2.328 -2.213 -0.76 -0.01 -1.44 -0.001
H 3.718 1.548 -3.900 -0.74 1.28 1.06 0.035
O -1.146 5.805 0.223 -0.19 0.17 0.89 0.091
C -1.696 5.628 1.286 0.22 -0.32 -0.70 -0.521
O -1.348 6.370 2.356 0.18 0.55 -0.06 -0.005
C -2.055 6.369 3.605 0.06 -0.26 0.17 -0.230
C -1.595 5.229 4.492 0.02 -0.22 -0.10 -0.052
C -2.706 4.530 1.460 -0.66 0.10 -0.03 0.018
H -3.136 6.367 3.443 0.06 -0.11 -0.07 0.113
H -1.819 7.318 4.091 0.10 -0.01 -0.28 0.122
H -1.795 4.257 4.036 -0.10 0.03 0.04 0.065
H -2.099 5.266 5.460 0.09 0.02 -0.03 0.066
H -0.515 5.285 4.655 -0.11 0.12 0.07 0.089
H -2.182 3.587 1.633 -0.06 0.03 -0.03 0.081
H -3.294 4.452 0.543 0.31 -0.11 0.00 0.097
H -3.417 4.705 2.264 0.15 -0.10 0.13 0.071
O -5.939 -4.059 -4.576 0.46 -1.18 -0.65 0.072
C -5.519 -5.196 -4.574 -0.21 0.17 0.23 -0.484
O -5.608 -5.945 -5.686 0.02 0.48 -0.32 0.012
C -4.982 -7.227 -5.849 -0.05 -0.29 0.13 -0.226
C -5.844 -8.332 -5.272 -0.15 0.01 0.16 -0.067
C -4.977 -5.813 -3.317 0.69 0.07 0.17 0.020
H -3.969 -7.224 -5.437 -0.11 0.06 0.08 0.116
H -4.876 -7.381 -6.925 -0.09 0.29 0.08 0.125
H -5.993 -8.208 -4.197 0.11 -0.05 -0.04 0.067
H -5.387 -9.308 -5.447 -0.02 0.07 -0.01 0.083
H -6.836 -8.319 -5.731 0.14 -0.01 -0.06 0.086
H -5.807 -6.174 -2.709 0.05 0.03 -0.04 0.102
H -4.430 -5.045 -2.764 -0.31 0.03 0.00 0.093
H -4.272 -6.623 -3.491 -0.19 -0.12 -0.01 0.071
O -1.400 1.274 3.584 0.36 -0.01 0.60 0.084
C -0.477 1.087 4.349 -0.08 0.30 -0.30 -0.505
O -0.709 0.984 5.670 -0.61 -0.23 -0.06 0.001
C 0.275 0.584 6.636 0.44 0.18 0.09 -0.225
C 1.118 1.765 7.074 -0.10 0.13 -0.15 -0.059
C 0.938 1.055 3.850 0.21 -0.51 -0.19 0.019
H 0.877 -0.249 6.262 -0.06 0.07 -0.12 0.111
H -0.279 0.200 7.496 -0.18 0.04 -0.24 0.119
H 1.677 2.193 6.240 0.06 -0.13 0.02 0.073
H 1.828 1.465 7.848 -0.05 0.00 -0.02 0.088
H 0.480 2.562 7.470 0.29 -0.42 -0.09 0.041
H 1.302 2.079 3.742 -0.04 -0.05 0.07 0.089
H 0.948 0.564 2.875 -0.02 0.23 0.09 0.057
H 1.620 0.491 4.483 0.04 0.18 0.09 0.077
O 1.683 4.286 -6.361 0.48 0.81 0.24 0.080
C 1.943 5.433 -6.071 -0.33 -0.46 -0.01 -0.511
O 3.003 5.701 -5.286 0.31 -0.41 -0.15 -0.010
C 3.510 7.021 -5.031 -0.11 0.26 0.23 -0.226
C 2.752 7.685 -3.899 -0.21 -0.05 0.06 -0.060
C 1.049 6.560 -6.503 0.07 0.38 -0.58 0.011
H 3.516 7.622 -5.944 -0.13 -0.08 0.01 0.113
H 4.554 6.896 -4.738 -0.14 -0.26 -0.09 0.125
H 1.696 7.814 -4.141 0.07 0.08 -0.05 0.068
H 3.177 8.666 -3.675 0.01 -0.08 0.00 0.083
H 2.797 7.068 -2.998 0.13 0.07 -0.08 0.084
H 0.207 6.632 -5.813 0.07 -0.01 -0.04 0.100
H 0.677 6.340 -7.506 -0.10 -0.16 0.25 0.093
H 1.552 7.523 -6.568 -0.05 0.02 0.22 0.069
O 3.218 -6.912 1.453 -0.37 -0.78 0.13 0.085
C 3.014 -8.076 1.717 0.25 0.60 0.13 -0.510
O 1.834 -8.640 1.398 -0.20 0.24 -0.45 -0.005
C 1.556 -10.046 1.496 -0.04 -0.15 0.25 -0.229
C 1.131 -10.420 2.902 0.05 0.08 0.18 -0.067
C 4.027 -8.883 2.477 0.49 -0.41 -0.30 0.011
H 2.402 -10.638 1.139 0.03 0.10 0.09 0.115
H 0.731 -10.243 0.809 0.12 0.28 -0.02 0.124
H 1.921 -10.221 3.628 0.01 -0.10 -0.07 0.067
H 0.871 -11.479 2.956 0.00 0.06 -0.02 0.083
H 0.265 -9.828 3.208 0.02 -0.09 -0.12 0.085
H 3.922 -8.677 3.543 0.01 -0.01 -0.08 0.100
H 5.024 -8.583 2.148 -0.18 0.18 0.17 0.095
H 3.959 -9.955 2.304 -0.14 0.01 0.17 0.070
O -0.147 4.171 8.342 -0.97 0.75 0.21 0.075
C -1.300 4.351 8.670 0.53 -0.08 0.14 -0.504
O -1.966 5.430 8.221 0.22 0.07 -0.48 -0.009
C -3.375 5.641 8.395 -0.16 0.05 0.28 -0.234
C -3.670 6.264 9.745 0.10 -0.01 0.18 -0.065
C -1.976 3.429 9.644 -0.39 -0.54 -0.18 0.020
H -3.934 4.717 8.227 0.11 -0.01 0.08 0.117
H -3.681 6.333 7.607 0.28 -0.10 -0.03 0.122
H -3.363 5.613 10.566 -0.10 -0.03 -0.06 0.068
H -4.738 6.470 9.848 0.06 -0.01 -0.03 0.084
H -3.118 7.200 9.861 -0.10 -0.05 -0.10 0.087
H -1.697 3.716 10.660 -0.01 -0.02 -0.07 0.101
H -1.634 2.410 9.450 0.17 0.20 0.12 0.091
H -3.060 3.409 9.555 0.01 0.16 0.13 0.073
O 5.526 6.615 -0.098 -0.39 -0.75 0.20 0.091
C 5.061 5.717 0.567 0.09 0.61 -0.23 -0.526
O 4.409 4.704 -0.032 0.24 -0.07 -0.44 0.000
C 3.983 3.506 0.637 -0.26 -0.04 0.18 -0.217
C 2.643 3.710 1.315 -0.09 0.16 0.09 -0.044
C 5.126 5.756 2.068 0.50 -0.29 0.42 0.006
H 4.753 3.145 1.323 -0.02 0.13 0.01 0.117
H 3.878 2.743 -0.138 0.10 0.24 -0.04 0.087
H 2.695 4.480 2.088 0.04 -0.08 0.03 0.073
H 2.301 2.780 1.776 0.05 0.00 -0.11 0.066
H 1.895 4.040 0.590 0.08 -0.09 0.03 0.070
H 4.316 6.384 2.444 0.05 -0.05 -0.04 0.098
H 6.085 6.190 2.360 -0.22 0.17 -0.12 0.092
H 5.078 4.776 2.539 -0.22 0.03 -0.01 0.067
```
Positions in Å, forces in eV/Å.